Record 1
# C3H4FN

One molecule with the formula C3H4FN (ωB97M-V/def2-TZVPD, the Open Molecules 2025 dataset).

Computed properties:
E_LUMO = 0.644 eV
energy relative to the best compared isomer or geometry (same formula, charge and spin) = 32.5 kcal per mole
SMILES = N#CCCF
total energy = -271.25145 Eh
Kohn-Sham gap = 0.46700 hartree
largest force on an atom = 5.5 eV/Å

```
! RIJCOSX wB97M-V def2-TZVPD def2/J DEFGRID3
* xyz 0 1
N -2.912 0.155 0.162
C -1.799 -0.126 0.088
C -0.080 -0.621 -0.071
C 0.881 0.576 0.026
F 2.100 -0.087 0.018
H 0.234 -1.181 0.806
H -0.214 -0.853 -1.093
H 0.823 1.054 1.031
H 0.967 1.083 -0.968
*
```



Record 2
# C3H4FN

A 2-piece molecular cluster, C3H4FN overall (ωB97M-V/def2-TZVPD, the Open Molecules 2025 dataset).

Computed properties:
E_LUMO = -0.335 eV
energy relative to the best compared isomer or geometry (same formula, charge and spin) = 55.2 kcal per mole
total energy = -271.21530 Eh
Kohn-Sham gap = 0.37559 hartree
largest force on an atom = 8.4 eV/Å

```
! RIJCOSX wB97M-V def2-TZVPD def2/J DEFGRID3
* xyz 0 1
C 2.253 0.287 0.003
C -0.178 0.058 -0.477
C 1.114 -0.444 0.145
N 3.210 0.920 -0.052
F 1.319 -1.827 -0.022
H -0.010 -0.246 -1.525
H -0.245 1.098 -0.339
H -1.153 -0.357 -0.271
H 0.939 -0.593 1.801
*
```



Record 3
# C3H4FN3O

One molecule with the formula C3H4FN3O (ωB97M-V/def2-TZVPD, the Open Molecules 2025 dataset).

Computed properties:
E_LUMO = 0.632 eV
energy relative to the best compared isomer or geometry (same formula, charge and spin) = 56.1 kcal per mole
SMILES = [H]/N=c1/[nH]nc(CF)o1
total energy = -456.00388 Eh
Kohn-Sham gap = 0.35997 hartree
largest force on an atom = 4.9 eV/Å

```
! RIJCOSX wB97M-V def2-TZVPD def2/J DEFGRID3
* xyz 0 1
H -2.612 -1.601 -1.019
N -2.041 -2.011 -0.311
C -1.090 -1.186 0.017
N -0.002 -1.369 0.908
N 1.049 -0.418 0.952
C 0.488 0.462 0.159
C 0.962 1.759 -0.383
F 2.509 1.904 -0.293
O -0.799 0.199 -0.217
H 0.333 -2.260 1.196
H 0.761 1.981 -1.405
H 0.443 2.540 0.397
*
```



Record 4
# C3H4FNO

One molecule with the formula C3H4FNO (ωB97M-V/def2-TZVPD, the Open Molecules 2025 dataset).

Computed properties:
E_LUMO = 0.618 eV
energy relative to the best compared isomer or geometry (same formula, charge and spin) = 0.0 kcal per mole
SMILES = C=C(F)C(N)=O
total energy = -346.56877 Eh
Kohn-Sham gap = 0.40025 hartree
largest force on an atom = 1.5 eV/Å

```
! RIJCOSX wB97M-V def2-TZVPD def2/J DEFGRID3
* xyz 0 1
C -1.647 0.846 0.021
C -0.660 -0.054 -0.003
F -0.922 -1.406 -0.128
C 0.830 0.228 -0.012
N 1.593 -0.909 0.068
O 1.272 1.366 -0.139
H -1.475 1.891 0.168
H -2.718 0.625 0.015
H 2.603 -0.805 -0.001
H 1.123 -1.782 0.012
*
```



Record 5
# C3H4FNO

A 2-piece molecular cluster, C3H4FNO overall (ωB97M-V/def2-TZVPD, the Open Molecules 2025 dataset).

Computed properties:
E_LUMO (spin up / spin down) = -0.845 / 0.454 eV
energy relative to the best compared isomer or geometry (same formula, charge and spin) = 132.5 kcal per mole
total energy = -346.35761 Eh
Kohn-Sham gap (spin up / spin down) = 0.21684 / 0.39907 hartree
largest force on an atom = 1.1 eV/Å

```
! RIJCOSX wB97M-V def2-TZVPD def2/J DEFGRID3
* xyz 0 1
C -1.313 0.902 -0.428
C -0.830 -0.083 0.394
C -0.608 -1.337 -0.016
N 2.086 -0.182 0.586
O -0.460 -2.430 -0.351
F 1.868 1.040 -0.053
H -1.438 1.905 -0.071
H -1.550 0.702 -1.460
H -0.530 0.132 1.412
H 2.776 -0.650 -0.014
*
```



Record 6
# C3H4FNO

One molecule with the formula C3H4FNO (ωB97M-V/def2-TZVPD, the Open Molecules 2025 dataset).

Computed properties:
E_LUMO = 0.933 eV
energy relative to the best compared isomer or geometry (same formula, charge and spin) = 48.3 kcal per mole
SMILES = F[C@H]1C=NOC1
total energy = -346.49178 Eh
Kohn-Sham gap = 0.40481 hartree
largest force on an atom = 2.6 eV/Å

```
! RIJCOSX wB97M-V def2-TZVPD def2/J DEFGRID3
* xyz 0 1
F -1.755 -0.246 -0.659
C -0.727 -0.098 0.238
C 0.312 -1.295 -0.002
N 1.436 -0.918 -0.418
O 1.495 0.456 -0.403
C 0.200 1.071 -0.088
H -1.168 0.004 1.295
H 0.071 -2.314 0.223
H 0.310 1.729 0.786
H -0.174 1.612 -0.973
*
```



Record 7
# C3H4FNO2

A 2-piece molecular cluster, C3H4FNO2 overall (ωB97M-V/def2-TZVPD, the Open Molecules 2025 dataset).

Computed properties:
E_LUMO (spin up / spin down) = -0.061 / -0.129 eV
energy relative to the best compared isomer or geometry (same formula, charge and spin) = 105.3 kcal per mole
total energy = -421.65527 Eh
Kohn-Sham gap (spin up / spin down) = 0.28009 / 0.28760 hartree
largest force on an atom = 3.6 eV/Å

```
! RIJCOSX wB97M-V def2-TZVPD def2/J DEFGRID3
* xyz 0 1
C -0.819 0.687 -0.088
C 1.644 0.004 -0.249
C 0.271 -0.243 0.420
N -2.687 -0.064 0.285
O -3.592 -0.391 -0.418
O -0.774 1.799 -0.465
F -0.178 -1.547 0.151
H 2.364 -0.736 0.247
H 1.512 -0.334 -1.230
H 2.104 0.995 -0.181
H 0.156 -0.170 1.528
*
```



Record 8
# C3H4FNO3

A 2-piece molecular cluster, C3H4FNO3 overall (ωB97M-V/def2-TZVPD, the Open Molecules 2025 dataset).

Computed properties:
E_LUMO = 0.634 eV
energy relative to the best compared isomer or geometry (same formula, charge and spin) = 144.5 kcal per mole
SMILES = [O-]/[N+](O)=C/F.C=C=O
total energy = -496.86452 Eh
Kohn-Sham gap = 0.35929 hartree
largest force on an atom = 3.8 eV/Å

```
! RIJCOSX wB97M-V def2-TZVPD def2/J DEFGRID3
* xyz 0 1
O 0.813 -2.147 1.467
N 0.928 -1.448 0.494
O 0.496 -1.920 -0.707
C 1.479 -0.275 0.489
F 1.529 0.548 -0.592
H -0.158 -2.527 -0.515
H 1.824 0.160 1.483
C -1.253 1.956 -0.656
C -1.427 0.794 -0.129
O -1.704 -0.260 0.261
H -0.629 2.715 -0.175
H -1.899 2.404 -1.420
*
```



Record 9
# C3H4FNOS

C3H4FNOS as an isolated structure (ωB97M-V/def2-TZVPD, the Open Molecules 2025 dataset).

Computed properties:
E_LUMO = -0.640 eV
energy relative to the best compared isomer or geometry (same formula, charge and spin) = 74.3 kcal per mole
total energy = -744.64717 Eh
Kohn-Sham gap = 0.29885 hartree
largest force on an atom = 4.8 eV/Å

```
! RIJCOSX wB97M-V def2-TZVPD def2/J DEFGRID3
* xyz 0 1
C 1.691 -0.370 0.271
C 0.560 0.507 -0.136
C -1.914 0.345 -0.466
H 1.570 -0.124 1.592
H 2.838 -0.016 -0.312
H -0.530 -1.220 -0.006
H -1.973 1.484 -0.638
N -0.673 -0.272 -0.551
O 0.523 1.679 0.151
F 1.311 -1.588 -0.113
S -3.402 -0.425 0.208
*
```



Record 10
# C3H4FNS

One molecule with the formula C3H4FNS (ωB97M-V/def2-TZVPD, the Open Molecules 2025 dataset).

Computed properties:
E_LUMO = 0.085 eV
energy relative to the best compared isomer or geometry (same formula, charge and spin) = 9.7 kcal per mole
SMILES = C=C(F)C(N)=S
total energy = -669.48371 Eh
Kohn-Sham gap = 0.32167 hartree
largest force on an atom = 4.9 eV/Å

```
! RIJCOSX wB97M-V def2-TZVPD def2/J DEFGRID3
* xyz 0 1
C 1.422 1.090 -0.094
C 0.778 -0.022 -0.084
F 1.264 -1.256 -0.010
C -0.784 0.029 -0.047
N -1.383 -1.107 0.413
S -1.676 1.330 -0.484
H 2.494 0.932 -0.219
H 1.027 2.060 -0.349
H -2.326 -1.093 0.593
H -0.817 -1.962 0.280
*
```